(1)
This record from OMol25 describes an isolated molecule of C5H7FS2 in a non-equilibrium geometry. The level of theory is ωB97M-V with the def2-TZVPD basis set.

```
! RIJCOSX wB97M-V def2-TZVPD def2/J DEFGRID3
* xyz 0 1
F -0.024 2.304 -0.092
C -0.063 0.963 -0.146
C -0.920 0.353 -1.269
S -2.069 -0.841 -0.476
C -0.934 -1.109 0.964
C -0.104 0.156 1.060
C 1.192 0.262 0.271
S 2.006 -1.076 -0.473
H -0.252 -0.242 -1.865
H -1.287 1.149 -1.924
H -1.579 -1.208 1.810
H -0.372 -2.018 0.844
H -0.092 0.666 1.954
H 1.803 1.009 0.707
H 2.695 -0.368 -1.367
*
```

Output
Relative energy (zero: lowest compared OMol25 entry of this formula, charge and spin) in kJ/mol: 73.59
Total energy in a.u.: -1090.9110
SMILES string: F[C@]12CSC[C@H]1[C@H]2S

=====

(2)
This record from OMol25 describes a cluster of 2 separate species, F4P2S2 in total in a non-equilibrium geometry. The level of theory is ωB97M-V with the def2-TZVPD basis set.

```
! RIJCOSX wB97M-V def2-TZVPD def2/J DEFGRID3
* xyz 0 1
F -2.332 0.519 -1.121
F -2.747 0.011 1.002
F 0.521 -0.074 -1.192
F 1.056 -1.453 0.444
P -1.728 -0.485 -0.137
P 1.465 0.069 0.091
S 3.347 0.005 -0.245
S 0.418 1.408 1.158
*
```

Output
Relative energy (zero: lowest compared OMol25 entry of this formula, charge and spin) in kJ/mol: 144.19
Total energy in a.u.: -1878.6563

=====

(3)
This record from OMol25 describes the ion C5H7N2 with charge +1 in a non-equilibrium geometry. The level of theory is ωB97M-V with the def2-TZVPD basis set.

```
! RIJCOSX wB97M-V def2-TZVPD def2/J DEFGRID3
* xyz 1 1
C -0.499 0.595 -0.657
C 1.459 1.886 -0.101
C 0.777 0.823 -1.048
C -2.700 0.420 0.598
C 2.496 -0.365 0.836
N -1.494 0.350 -0.060
N 1.783 0.671 0.171
H 1.129 0.697 -2.105
H -3.390 1.159 0.415
H -3.181 -0.637 0.510
H -2.475 0.534 1.609
H 2.666 -1.178 0.102
H 1.903 -0.737 1.731
H 3.420 0.013 1.321
*
```

Output
Relative energy (zero: lowest compared OMol25 entry of this formula, charge and spin) in kJ/mol: 604.48
Total energy in a.u.: -303.7887

=====

(4)
This record from OMol25 describes a structure of composition C31H20F5N2O3PRuS2 in a non-equilibrium geometry. The level of theory is ωB97M-V with the def2-TZVPD basis set.

```
! RIJCOSX wB97M-V def2-TZVPD def2/J DEFGRID3
* xyz 1 2
Ru -0.765 -0.177 -0.851
F -1.994 -1.000 -7.359
C -1.838 -1.295 -6.077
C -2.304 -0.422 -5.092
F -2.892 0.721 -5.428
C -2.144 -0.756 -3.760
F -2.557 0.107 -2.799
C -1.535 -1.953 -3.365
S -1.441 -2.398 -1.697
C -1.046 -2.800 -4.367
F -0.412 -3.916 -4.019
C -1.195 -2.480 -5.710
F -0.735 -3.299 -6.645
O 1.392 1.064 -0.805
S 1.867 0.144 -1.875
O 2.941 0.639 -2.664
O 0.680 -0.307 -2.645
C 2.386 -1.324 -0.982
C 3.224 -2.225 -1.605
C 3.539 -3.415 -0.964
C 3.016 -3.680 0.291
C 2.199 -2.759 0.927
C 1.874 -1.559 0.290
P 0.797 -0.315 1.087
C 1.861 0.815 2.004
C 1.258 1.609 2.980
C 1.998 2.573 3.635
C 3.332 2.762 3.309
C 3.937 1.961 2.351
C 3.207 0.988 1.690
C -0.126 -1.281 2.335
C -1.333 -1.832 1.904
C -2.104 -2.596 2.757
C -1.681 -2.795 4.064
C -0.497 -2.227 4.507
C 0.286 -1.473 3.650
H 3.624 -1.976 -2.575
H 4.178 -4.134 -1.454
H 3.247 -4.614 0.784
H 1.810 -2.961 1.915
H 0.213 1.460 3.220
H 1.535 3.183 4.394
H 3.904 3.532 3.805
H 4.980 2.099 2.116
H 3.676 0.368 0.940
H -1.662 -1.650 0.868
H -3.025 -3.038 2.404
H -2.276 -3.397 4.734
H -0.175 -2.383 5.526
H 1.218 -1.047 3.993
N -3.388 2.499 1.497
C -3.171 1.226 1.114
N -2.407 1.147 0.050
C -2.096 2.445 -0.298
C -1.334 2.926 -1.359
C -1.200 4.295 -1.455
C -1.805 5.161 -0.537
C -2.573 4.697 0.514
C -2.718 3.319 0.617
H -3.951 2.804 2.278
H -3.593 0.375 1.621
H -0.879 2.254 -2.085
H -0.622 4.718 -2.261
H -1.668 6.224 -0.658
H -3.037 5.369 1.219
*
```

Output
Relative energy (zero: lowest compared OMol25 entry of this formula, charge and spin) in kJ/mol: 293.28
Total energy in a.u.: -3260.2378

=====

(5)
This record from OMol25 describes a cluster of 6 separate species, H12O6 in total. The level of theory is ωB97M-V with the def2-TZVPD basis set.

```
! RIJCOSX wB97M-V def2-TZVPD def2/J DEFGRID3
* xyz 0 1
O -0.032 -0.728 0.003
H 0.274 -1.587 0.318
H 0.565 -0.520 -0.724
O -1.282 0.774 -1.691
H -1.424 -0.175 -1.593
H -1.088 0.886 -2.628
O 4.372 -2.604 0.642
H 4.527 -2.899 -0.262
H 3.542 -3.028 0.888
O -2.152 1.526 2.394
H -1.411 2.123 2.237
H -1.761 0.789 2.876
O 2.800 3.450 -0.452
H 2.289 3.547 -1.264
H 2.135 3.468 0.246
O -3.435 -1.779 -0.483
H -3.647 -0.989 0.027
H -4.272 -2.255 -0.536
*
```

Output
Relative energy (zero: lowest compared OMol25 entry of this formula, charge and spin) in kJ/mol: 175.44
Total energy in a.u.: -458.6057
SMILES string: O.O.O.O.O.O

=====

(6)
This record from OMol25 describes a cluster of 2 separate species, C2H4BrNO3 in total in a non-equilibrium geometry. The level of theory is ωB97M-V with the def2-TZVPD basis set.

```
! RIJCOSX wB97M-V def2-TZVPD def2/J DEFGRID3
* xyz 0 3
C 0.136 -1.359 -0.022
C 1.081 -0.461 0.446
N -1.095 1.727 -0.210
O -1.803 0.685 -0.133
O -1.601 2.800 -0.326
O 0.129 1.619 -0.170
Br 2.586 -0.008 -0.445
H -0.875 -0.773 -0.187
H 0.347 -1.865 -1.023
H -0.243 -2.065 0.683
H 1.338 -0.299 1.387
*
```

Output
Relative energy (zero: lowest compared OMol25 entry of this formula, charge and spin) in kJ/mol: 349.81
Total energy in a.u.: -2932.7673

=====

Q: What is the relative energy (zero: lowest compared OMol25 entry of this formula, charge and spin) in the fifth record?
A: 175.44 kJ/mol

=====

Q: Among the records above, which one has the highest relative energy (zero: lowest compared OMol25 entry of this formula, charge and spin)?
A: C5H7N2